1.
Molecular formula: C24H35Cl2N4O4
Method: DFT, ωB97M-V/def2-TZVPD

Positions of all 69 atoms, in Å:
Cl (-1.84, -0.61, 5.39)
Cl (0.55, 2.72, 4.17)
O (-4.98, -1.59, 2.23)
O (-5.69, -0.88, 0.22)
O (-4.31, 0.10, -1.21)
O (3.09, -2.07, 2.31)
N (2.61, 1.97, -0.38)
N (-0.29, 0.23, 2.21)
N (-0.78, -0.21, 1.07)
N (1.23, -1.06, -4.86)
C (1.94, -1.87, -5.27)
C (-5.90, -1.18, 1.58)
C (-0.76, 0.75, 5.42)
C (-4.76, 0.06, -0.10)
C (3.48, -1.43, 3.52)
C (4.46, -1.22, -6.86)
C (4.28, -2.39, -5.89)
C (-1.09, 0.93, 2.98)
C (2.37, -1.24, 1.44)
C (-2.02, 0.02, 0.67)
C (-7.30, -0.97, 2.04)
C (-2.90, 0.78, 1.44)
C (1.42, 1.59, -2.68)
C (-2.42, 1.27, 2.64)
C (2.35, 1.81, -3.87)
C (2.08, 1.81, -1.39)
C (2.84, -2.88, -5.82)
C (-0.50, 1.36, 4.27)
C (1.05, -1.92, 1.05)
C (-4.32, 1.03, 0.98)
C (-0.23, 1.10, 6.77)
C (2.83, 3.25, -4.01)
C (-3.23, 2.13, 3.55)
C (0.17, -0.99, 0.23)
H (-0.98, 1.66, 7.34)
H (-3.59, 1.53, 4.39)
H (-4.39, 2.04, 0.57)
H (-2.32, -0.41, -0.28)
H (1.79, 1.51, -4.76)
H (-7.81, -1.93, 2.03)
H (2.77, -3.77, -5.19)
H (2.95, -1.10, 0.52)
H (-7.84, -0.30, 1.38)
H (-2.62, 2.94, 3.96)
H (-0.01, 0.19, 7.32)
H (0.53, -2.29, 1.93)
H (1.99, 3.94, -4.10)
H (0.68, 1.69, 6.69)
H (1.04, 0.57, -2.71)
H (-0.46, -1.57, -0.44)
H (-7.29, -0.61, 3.07)
H (4.10, -0.55, 3.31)
H (3.44, 3.55, -3.16)
H (4.91, -3.23, -6.20)
H (5.51, -0.93, -6.92)
H (2.18, -0.25, 1.86)
H (4.06, -2.15, 4.08)
H (3.44, 3.36, -4.91)
H (2.60, -1.11, 4.09)
H (-4.08, 2.58, 3.04)
H (-4.96, 1.00, 1.86)
H (3.20, 1.14, -3.79)
H (0.74, -0.27, -0.36)
H (0.55, 2.26, -2.74)
H (4.62, -2.10, -4.89)
H (4.13, -1.49, -7.86)
H (3.89, -0.35, -6.54)
H (1.31, -2.76, 0.41)
H (2.48, -3.17, -6.81)

Computed properties:
Net charge: +1
E_tot in eV: -64643.9151
HOMO-LUMO gap in eV: 7.840

=====

2.
Molecular formula: C17H18ClNO3
Method: DFT, ωB97M-V/def2-TZVPD

Positions of all 40 atoms, in Å:
Cl (2.08, -2.92, 0.26)
O (5.15, -0.84, 0.82)
O (-1.13, -0.24, -0.43)
O (-3.49, 1.21, 0.20)
N (1.34, 1.30, -0.33)
C (-2.28, -0.87, -0.02)
C (4.07, -1.03, 0.31)
C (-3.43, -0.16, 0.30)
C (1.60, -0.59, -1.91)
C (-2.27, -2.26, 0.07)
C (1.96, 1.88, 0.75)
C (3.73, -2.45, -0.16)
C (0.09, 1.76, -0.88)
C (-4.54, -2.22, 0.84)
C (-2.44, 1.76, -0.55)
C (-3.40, -2.93, 0.49)
C (1.99, 0.16, -0.69)
C (-1.10, 1.14, -0.14)
C (3.04, 1.12, 1.07)
C (-4.56, -0.84, 0.74)
C (1.48, 3.14, 1.38)
C (3.07, 0.01, 0.17)
H (0.47, 3.04, 1.77)
H (0.66, -1.12, -1.75)
H (4.41, -3.15, 0.33)
H (-3.39, -4.01, 0.56)
H (0.04, 2.85, -0.80)
H (0.03, 1.47, -1.93)
H (3.85, -2.53, -1.24)
H (-2.46, 2.84, -0.36)
H (2.36, -1.32, -2.17)
H (-5.43, -0.27, 1.00)
H (2.14, 3.40, 2.21)
H (1.48, 0.09, -2.75)
H (-5.42, -2.74, 1.18)
H (-1.36, -2.79, -0.19)
H (-0.98, 1.27, 0.95)
H (1.49, 3.97, 0.67)
H (3.75, 1.28, 1.86)
H (-2.60, 1.58, -1.62)

Computed properties:
Energy relative to the best compared isomer or geometry (same formula, charge and spin) in kJ/mol: 116.52
E_tot in eV: -38075.9937
HOMO-LUMO gap in eV: 8.731

=====

3.
Molecular formula: C25H47F3N2O17S
Method: DFT, ωB97M-V/def2-TZVPD

Positions of all 95 atoms, in Å:
S (6.86, -1.72, 2.59)
F (7.40, -0.98, 1.35)
F (4.08, -1.04, -1.05)
F (4.34, -3.58, -0.72)
O (-8.26, 1.99, -6.12)
O (-4.58, -2.10, -0.23)
O (7.67, -2.83, 2.87)
O (0.86, -2.14, 1.82)
O (7.59, 3.54, -2.07)
O (8.70, 2.84, -0.23)
O (-3.06, -1.39, -1.58)
O (-4.22, 1.13, 3.35)
O (6.69, -0.73, 3.59)
O (-3.59, 3.08, 4.31)
O (8.81, 4.93, -0.77)
O (6.49, -3.72, -0.24)
O (-7.98, 0.95, -4.25)
O (-3.54, 2.93, 2.16)
O (-5.08, -0.38, -1.61)
O (3.27, -0.71, 0.98)
O (-6.18, 1.90, -5.23)
N (5.31, -2.15, 2.03)
N (5.21, -1.97, 0.63)
C (3.45, -2.50, 4.35)
C (-3.91, 2.52, 5.58)
C (0.97, -2.18, 4.19)
C (4.63, -3.40, 4.02)
C (-2.66, -0.54, -2.66)
C (-3.77, 2.20, 0.94)
C (-5.91, -2.07, 0.30)
C (4.09, -1.21, 0.26)
C (-7.74, 2.72, -7.24)
C (5.45, -3.14, -0.14)
C (8.25, 1.50, -0.47)
C (9.06, 0.83, -1.56)
C (-5.24, 2.16, 0.57)
C (8.51, 5.99, -1.68)
C (8.29, 3.75, -1.12)
C (-7.05, 1.81, -8.23)
C (-4.31, -1.21, -1.18)
C (2.11, -3.18, 4.09)
C (-6.90, -2.75, -0.63)
C (0.88, -1.30, 2.96)
C (-7.36, 1.64, -5.20)
C (-7.11, 0.45, -3.22)
C (4.91, -3.48, 2.52)
C (0.07, -1.61, 0.76)
C (-3.83, 2.27, 3.28)
H (-4.99, 2.42, 5.68)
H (1.18, -1.51, 5.03)
H (2.12, -3.68, 3.13)
H (-6.56, -3.76, -0.86)
H (-6.48, -0.33, -3.62)
H (7.18, 1.50, -0.70)
H (8.87, 6.90, -1.22)
H (-5.65, 3.17, 0.53)
H (8.38, 0.98, 0.47)
H (1.97, -3.93, 4.86)
H (-5.37, 1.69, -0.40)
H (3.98, -3.80, 2.06)
H (-3.36, 1.19, 1.03)
H (-6.75, 2.37, -9.12)
H (-0.04, -0.72, 2.99)
H (-1.59, -0.68, -2.79)
H (5.51, -3.11, 4.57)
H (5.70, -4.21, 2.40)
H (-3.43, 1.55, 5.72)
H (10.12, 0.88, -1.32)
H (0.06, -0.53, 0.78)
H (8.77, -0.21, -1.66)
H (-8.61, 3.19, -7.71)
H (3.48, -2.31, 5.42)
H (-6.20, -1.04, 0.52)
H (8.91, 1.33, -2.52)
H (-7.88, -2.80, -0.17)
H (-5.82, 1.61, 1.31)
H (-0.94, -1.99, 0.87)
H (-6.16, 1.35, -7.80)
H (-6.99, -2.21, -1.57)
H (-7.75, 0.04, -2.45)
H (-6.51, 1.25, -2.80)
H (-3.21, 2.72, 0.18)
H (0.50, -1.94, -0.17)
H (-5.86, -2.60, 1.25)
H (-7.72, 1.00, -8.53)
H (-3.55, 3.21, 6.33)
H (-3.18, -0.83, -3.57)
H (7.44, 6.06, -1.86)
H (-2.86, 0.51, -2.43)
H (-7.08, 3.51, -6.90)
H (1.73, -0.62, 2.95)
H (4.41, -4.41, 4.33)
H (3.52, -1.53, 3.87)
H (0.02, -2.64, 4.41)
H (9.04, 5.83, -2.62)

Computed properties:
E_tot in eV: -83461.9452
HOMO-LUMO gap in eV: 9.763